Here is the molecule C4H9NO2 at a distorted geometry from OMol25. Energies are from ωB97M-V/def2-TZVPD.

Last column: Mulliken charge in e.
Atoms and positions in Å:
H 0.54910 -1.38192 2.13311  0.278
O 1.64765 -1.83988 0.01264  -0.540
H -0.12067 -0.00511 1.74926  0.309
O -2.14854 0.36991 0.45197  -0.516
H -2.16778 1.80502 -1.24168  0.268
H -0.59412 -0.33699 -1.72878  0.459
C -0.37654 0.62885 -1.26649  -0.601
H -1.04511 2.02178 0.29778  0.257
H 1.88771 0.40225 -1.36996  0.320
H 1.35926 1.32154 0.07842  0.302
H -0.32684 1.24860 -2.18008  0.310
C 1.03971 0.54351 -0.68512  -0.582
H -2.27907 -0.39983 -0.09167  0.324
N 0.78222 -0.43327 1.71453  -0.604
C -1.51292 1.30906 -0.48823  -0.480
C 1.06126 -0.79521 0.21234  0.495

The SMILES is NC(=O)CCCO. The calculation puts the HOMO energy at -9.7 eV. As for the HOMO-LUMO gap: 10.36 eV.